<one>
Formula: C3H9O
Source: the OMol25 dataset
Level of theory: the ωB97M-V functional and the def2-TZVPD basis

XYZ file:
```
13
Properties=species:S:1:pos:R:3
C -0.1945 -1.6785 2.1667
H -0.4523 -0.9253 1.4112
H 0.0808 -1.1552 3.0963
H -0.8750 -2.4247 2.5823
H 0.7428 -2.1449 1.8304
C -0.4366 1.3664 -0.8888
O -1.0736 0.6287 0.0072
C 0.6498 0.7423 -1.8909
H -1.0827 1.8992 -1.6270
H 0.1048 2.2700 -0.4184
H 0.2136 0.7804 -2.8916
H 1.7075 0.9643 -1.7607
H 0.6154 -0.3226 -1.6167
```

* molecular weight: 61.10 Da
* LUMO: 4.470 eV
* charge: -1

=====

<two>
Formula: C3H9O
Source: the OMol25 dataset
Level of theory: the ωB97M-V functional and the def2-TZVPD basis

XYZ file:
```
13
Properties=species:S:1:pos:R:3
C -1.4669 -1.0151 -0.6810
C -0.0479 -1.3268 -1.1262
H -2.1480 -1.8712 -0.7591
H -1.8881 -0.2050 -1.2815
H -1.4322 -0.6515 0.3458
H 0.0254 -1.5497 -2.2017
H 0.5614 -0.4438 -0.9338
H 0.3651 -2.1936 -0.6079
C 1.2079 1.8422 1.4404
O 0.4800 0.8691 0.8561
H 0.8368 2.1780 2.4531
H 2.2760 1.5588 1.6293
H 1.2305 2.8087 0.8666
```

* molecular weight: 61.10 Da
* LUMO: 4.519 eV
* charge: -1

=====

Energy ordering: <two> at the bottom, the next structure 29.7 kJ/mol above.

=====

<one>
Formula: C6H9N4O2
Source: the OMol25 dataset
Level of theory: the ωB97M-V functional and the def2-TZVPD basis

XYZ file:
```
21
Properties=species:S:1:pos:R:3
N 1.3872 -0.8772 2.7264
C 0.1551 -0.9731 2.2760
N -0.1258 -0.7271 1.0309
C 0.4258 -0.6449 -0.2371
N 1.6351 -1.2001 -0.6275
O 2.5262 -1.1872 0.2299
O 1.7900 -1.4980 -1.7929
C -0.9892 -1.0728 -0.0979
C -2.0012 -0.1057 -0.5568
C -1.6569 1.0937 -1.0470
C -0.3362 1.6650 -1.0629
N 0.0644 2.3937 -2.0835
H 1.6048 -0.9330 3.7085
H 2.1442 -0.8297 2.0317
H -0.6638 -1.1736 2.9588
H -1.2873 -2.1171 -0.1368
H -3.0280 -0.4364 -0.5785
H -2.4210 1.6863 -1.5364
H 0.2562 1.7152 -0.1604
H -0.4454 2.3707 -2.9583
H 0.9659 2.8513 -2.0862
```

* molecular weight: 169.16 Da
* structure (SMILES): N/C=[N+]1\C(=[N+]([O-])[O-])[C@@H]1/C=C\C=[NH2+]
* LUMO (spin up / spin down): -4.835 / -4.835 eV
* charge: +1

=====

<two>
Formula: C6H9N4O2
Source: the OMol25 dataset
Level of theory: the ωB97M-V functional and the def2-TZVPD basis

XYZ file:
```
21
Properties=species:S:1:pos:R:3
C -1.0740 -0.5532 1.8954
C -1.5424 -0.4957 0.3707
O -2.5381 -1.2098 0.0529
N -0.9511 0.3441 -0.7046
C -0.4805 -0.5200 -1.8377
C 0.1074 -2.0151 -1.6434
O -0.5821 -0.0687 -3.0108
N 0.0804 1.0962 -0.1609
C 0.0562 2.4991 0.2852
N 1.3405 2.8935 0.8242
N 2.1104 1.7861 0.7044
C 1.4516 0.6715 0.1026
H -1.5882 -1.4000 2.4867
H 0.0616 -0.7480 2.0089
H -1.2635 0.4753 2.3725
H -0.7765 -2.7270 -1.4169
H 0.8545 -2.0983 -0.7834
H 0.5897 -2.3454 -2.6352
H -0.8571 3.1767 0.2043
H 3.0866 1.5887 0.9652
H 1.9147 -0.3499 -0.0802
```

* molecular weight: 169.16 Da
* structure (SMILES): CC(=O)N(C(C)=O)n1cn[nH+]c1
* LUMO: -5.008 eV
* charge: +1

=====

Energy ordering: <two> at the bottom, the next structure 106.7 kJ/mol above.

=====

<one>
Formula: C3H6
Source: the OMol25 dataset
Level of theory: the ωB97M-V functional and the def2-TZVPD basis

XYZ file:
```
9
Properties=species:S:1:pos:R:3
C 0.5745 0.0973 0.6752
C 0.3012 -0.5118 -0.6513
C -0.7851 0.3831 -0.0218
H 1.3319 0.8596 0.6984
H 0.5718 -0.4772 1.6331
H -0.2295 -1.5351 -0.7763
H 0.8678 -0.0740 -1.5617
H -1.0667 1.3989 -0.4497
H -1.5659 -0.1408 0.4540
```

* molecular weight: 42.08 Da
* structure (SMILES): C1CC1
* LUMO: 1.406 eV
* charge: 0

=====

<two>
Formula: C3H6
Source: the OMol25 dataset
Level of theory: the ωB97M-V functional and the def2-TZVPD basis

XYZ file:
```
9
Properties=species:S:1:pos:R:3
C -1.7577 -0.4114 0.0058
C -1.0947 0.6108 -0.0262
H -2.3310 -1.2898 0.0041
H -0.4306 1.4186 0.1281
C 1.9822 -0.1053 0.0004
H 1.3289 -0.1885 0.9372
H 1.8699 -1.0084 -0.5971
H 3.0579 -0.1529 0.3214
H 1.7266 0.6567 -0.6735
```

* molecular weight: 42.08 Da
* structure (SMILES): C#C.C
* LUMO: 1.148 eV
* charge: 0

=====

Energy ordering: <one> at the bottom, the next structure 104.2 kJ/mol above.

=====

<one>
Formula: C4H8
Source: the OMol25 dataset
Level of theory: the ωB97M-V functional and the def2-TZVPD basis

XYZ file:
```
12
Properties=species:S:1:pos:R:3
C 0.1913 0.8348 1.4597
C 0.0722 -0.4032 0.4917
C 0.2498 -0.1022 -0.8999
C -0.4372 -0.6595 -1.9317
H 0.1025 1.8171 1.0213
H -0.5227 0.7557 2.1773
H 1.2283 0.6960 1.7994
H -0.8716 -0.9279 0.8572
H 0.6668 -1.2742 0.9121
H 0.9028 0.8258 -1.1907
H -0.3527 -0.2400 -2.9943
H -1.2295 -1.3223 -1.7020
```

* molecular weight: 56.11 Da
* 2S+1: 2
* LUMO (spin up / spin down): 4.552 / 4.418 eV
* charge: -1

=====

<two>
Formula: C4H8
Source: the OMol25 dataset
Level of theory: the ωB97M-V functional and the def2-TZVPD basis

XYZ file:
```
12
Properties=species:S:1:pos:R:3
C 1.8982 1.3928 0.3081
C 1.9694 -0.0214 0.2821
C -2.3507 -0.6813 0.0143
C 0.7617 -0.1506 -0.3637
H 1.0505 1.8960 0.7613
H 2.6663 -0.8533 0.3587
H -1.7430 -1.2776 0.7229
H -3.3427 -1.1545 -0.0873
H -1.7139 -0.8191 -0.8811
H 0.7411 -0.7498 -1.3043
H -2.3824 0.3155 0.4736
H 2.4454 2.1032 -0.2848
```

* molecular weight: 56.11 Da
* 2S+1: 2
* LUMO (spin up / spin down): 4.287 / 4.262 eV
* charge: -1

=====

Energy ordering: <one> at the bottom, the next structure 223.4 kJ/mol above.

=====

<one>
Formula: C5H17NO2
Source: the OMol25 dataset
Level of theory: the ωB97M-V functional and the def2-TZVPD basis

XYZ file:
```
25
Properties=species:S:1:pos:R:3
C -1.6405 -0.3656 2.4718
C -1.0162 -0.4591 1.0733
C -0.1796 0.9374 0.7985
C 1.2075 0.8215 1.2867
N -0.3245 1.0697 -0.6877
C 0.6131 2.0523 -1.2845
H -1.1165 -0.1283 3.3416
H -2.3114 -1.2409 2.7330
H -2.2642 0.5657 2.5902
H -0.3842 -1.2528 1.1550
H -1.7993 -0.6420 0.3571
H -0.8900 1.7416 1.1174
H 1.8604 1.7809 1.4254
H 1.0591 0.3996 2.3986
H 1.8332 0.0411 0.8798
H -0.1097 0.1733 -1.1502
H 0.8588 2.8808 -0.6444
H 0.1949 2.4630 -2.2234
H 1.6371 1.6579 -1.6097
O -0.6201 -2.2668 -2.0052
H -1.0541 -2.9243 -2.5805
H -1.0130 -1.4811 -2.3248
O 1.8832 -1.6591 -2.5608
H 2.5544 -2.1803 -2.1613
H 1.0217 -1.9844 -2.3958
```

* molecular weight: 123.20 Da
* structure (SMILES): CC[C@@H](C)NC.O.O
* LUMO: 0.487 eV
* charge: 0

=====

<two>
Formula: C5H17NO2
Source: the OMol25 dataset
Level of theory: the ωB97M-V functional and the def2-TZVPD basis

XYZ file:
```
25
Properties=species:S:1:pos:R:3
C -0.4704 1.7166 -1.4797
C 0.1871 2.7071 -0.4650
N 0.5637 0.7448 2.2077
C 1.2299 -1.3107 0.9279
C 0.3378 -0.7304 2.0679
C -1.1927 -0.9220 1.6463
H 0.0072 1.9273 -2.4456
H -1.5019 2.0438 -1.5370
H -0.3594 0.6067 -1.3108
H 1.2800 2.6704 -0.4417
H -0.1246 3.7315 -0.7658
H -0.1307 2.4648 0.5451
H 1.1775 -0.5973 0.1085
H 2.2873 -1.5375 1.1732
H 0.7420 -2.2066 0.5228
H 0.3699 -1.2871 3.0228
H -1.4512 -0.4024 0.6976
H -1.5732 -1.9379 1.7138
H -1.5637 -0.3169 2.4376
H -1.4841 -2.5766 -2.3540
H -0.3349 -1.5136 -1.7653
O -1.2174 -2.0091 -1.5146
H 0.9030 -1.1897 -3.1451
H 1.5208 0.7994 2.4131
O 0.7981 -0.8746 -2.2600
```

* molecular weight: 123.20 Da
* LUMO: -5.113 eV
* charge: 0

=====

Energy ordering: <one> at the bottom, the next structure 636.8 kJ/mol above.